1.
# C25H43F3P2Re

C25H43F3P2Re as an isolated structure (ωB97M-V with the def2-TZVPD basis set, the OMol25 dataset).

Each line ends with the Löwdin spin population.
Element x y z (Å)
Re 1.785 -2.641 -2.541  0.82
C 0.439 1.310 -2.372  0.31
C -0.650 0.533 -2.837  0.31
C -0.917 0.840 -0.583  0.33
C 0.297 1.469 -0.972  0.33
C -1.490 0.240 -1.732  0.32
C 1.428 1.982 -3.238  0.04
H 1.640 1.391 -4.139  0.01
H 2.368 2.166 -2.707  0.00
H 1.067 2.964 -3.590  0.02
C 1.140 2.329 -0.123  0.05
H 2.141 2.453 -0.555  0.00
H 1.251 1.928 0.892  0.01
H 0.698 3.336 -0.030  0.02
C -1.601 0.977 0.717  0.05
H -2.542 1.541 0.595  0.02
H -0.983 1.529 1.433  0.00
H -1.863 0.003 1.154  0.02
C -2.815 -0.407 -1.814  0.05
H -3.616 0.327 -2.013  0.02
H -3.084 -0.917 -0.879  0.01
H -2.844 -1.139 -2.630  0.00
C -0.902 0.225 -4.248  0.04
H -0.952 1.147 -4.855  0.01
H -1.851 -0.305 -4.369  0.00
H -0.098 -0.397 -4.678  0.02
C 2.980 -4.109 -2.479  0.00
C 2.985 -3.390 -3.936  0.03
C 2.073 -4.053 -4.950  0.01
C 0.584 -3.649 -4.810  0.01
C 0.180 -3.077 -3.477  0.02
C 0.341 -3.924 -2.223  0.03
C 0.777 -5.380 -2.367  0.00
C 2.338 -5.471 -2.439  0.00
H 2.190 -5.151 -4.913  0.00
H -0.029 -4.534 -5.037  0.00
H 2.444 -3.735 -5.931  0.00
H 2.654 -6.117 -3.276  0.00
H 3.986 -4.104 -2.051  0.00
H 4.002 -3.646 -4.260  0.00
H 2.701 -5.972 -1.522  0.00
H 0.451 -5.921 -1.460  0.00
H -0.414 -3.750 -1.448  0.01
H 0.284 -5.875 -3.224  0.00
H 0.333 -2.925 -5.608  0.00
H -0.783 -2.527 -3.500  0.00
P 2.110 -2.475 2.446  0.00
P -0.820 -3.220 1.739  0.00
C 1.593 -4.259 2.470  0.00
C 0.101 -4.418 2.819  0.00
H 2.270 -4.810 3.133  0.00
H 1.747 -4.620 1.433  0.00
H -0.251 -5.444 2.655  0.00
H -0.057 -4.148 3.870  0.00
C -1.551 -2.225 3.065  0.00
H -2.456 -1.739 2.673  0.00
H -0.837 -1.463 3.397  0.00
H -1.832 -2.869 3.902  0.00
C -2.352 -3.982 1.101  0.00
H -2.569 -4.957 1.542  0.00
H -2.263 -4.070 0.013  0.00
H -3.188 -3.302 1.313  0.00
C 3.574 -2.588 1.373  0.00
H 3.480 -1.823 0.574  0.00
H 3.639 -3.612 0.941  0.00
H 4.481 -2.361 1.956  0.00
C 3.140 -1.802 -3.967  0.04
H 2.626 -1.164 -3.107  0.01
H 2.806 -1.398 -4.932  0.00
H 4.211 -1.609 -3.780  0.01
F 3.177 -0.118 3.228  0.00
C 2.234 -1.048 3.595  0.00
F 2.471 -1.411 4.899  0.00
F 1.023 -0.347 3.601  0.00

Calculated values
* HOMO energy (alpha / beta): -11.8 / -11.8 eV
* spin multiplicity: 4
* ⟨S²⟩: 3.76
* total charge: +2
* frontier orbital gap (alpha / beta): 4.9242 / 3.5176 eV

---

2.
# C25H43F3P2Re

C25H43F3P2Re as an isolated structure (ωB97M-V with the def2-TZVPD basis set, the OMol25 dataset).

Each line ends with the Löwdin spin population.
Element x y z (Å)
Re -0.061 -0.222 1.307  2.12
C -0.703 -2.044 2.209  0.05
C 0.668 -2.177 1.776  0.09
C 0.591 -0.491 3.369  0.05
C -0.741 -1.010 3.203  0.02
C 1.458 -1.211 2.485  0.05
C -1.864 -2.928 1.854  0.02
H -1.645 -3.548 0.978  0.00
H -2.765 -2.329 1.647  0.00
H -2.101 -3.589 2.702  0.00
C -1.895 -0.766 4.124  0.00
H -2.849 -0.910 3.598  0.00
H -1.840 0.239 4.565  0.00
H -1.869 -1.491 4.953  0.00
C 1.064 0.408 4.469  0.01
H 1.424 -0.192 5.321  0.00
H 0.244 1.032 4.842  0.00
H 1.902 1.035 4.136  0.00
C 2.953 -1.155 2.515  0.01
H 3.333 -1.772 3.347  0.00
H 3.313 -0.129 2.684  0.00
H 3.382 -1.548 1.586  0.00
C 1.247 -3.337 1.022  0.02
H 1.672 -4.063 1.741  0.01
H 2.060 -3.015 0.356  0.00
H 0.490 -3.858 0.424  0.00
C -1.691 0.934 -3.401  0.00
C -1.867 -0.400 -3.295  0.00
C -1.115 -1.370 -4.145  0.00
C 0.438 -1.149 -4.167  0.00
C 1.038 -0.449 -2.969  0.00
C 1.244 0.880 -2.948  0.00
C 0.698 1.827 -3.980  0.00
C -0.796 1.585 -4.410  0.00
H -1.471 -1.313 -5.192  0.00
H 0.717 -0.622 -5.103  0.00
H -1.342 -2.389 -3.777  0.00
H -0.811 1.003 -5.348  0.00
H -2.387 1.607 -2.883  0.00
H -2.738 -0.812 -2.772  0.00
H -1.207 2.582 -4.638  0.00
H 0.798 2.851 -3.574  0.00
H 2.052 1.314 -2.359  0.00
H 1.310 1.798 -4.912  0.00
H 0.885 -2.155 -4.250  0.00
H 1.528 -1.090 -2.225  0.00
P -1.512 0.314 -0.446  0.12
P 1.641 1.568 0.606  0.05
C -0.747 1.992 -0.924  0.04
C 0.534 2.635 -0.381  0.02
H -1.571 2.710 -0.825  0.00
H -0.529 1.849 -1.981  0.00
H 1.141 3.008 -1.224  0.00
H 0.272 3.489 0.251  0.00
C 2.369 2.679 1.817  0.00
H 2.980 2.138 2.547  0.00
H 1.582 3.224 2.349  0.00
H 3.002 3.396 1.276  0.00
C 3.028 0.821 -0.316  0.02
H 3.529 1.579 -0.940  0.00
H 2.674 0.010 -0.969  0.00
H 3.749 0.396 0.397  0.00
C -3.311 0.388 -0.329  0.01
H -3.719 -0.486 0.203  0.00
H -3.717 0.408 -1.354  0.00
H -3.626 1.285 0.225  0.00
C -1.077 -1.415 -0.951  0.12
H -0.468 -1.994 -0.229  0.03
H -0.408 -1.352 -1.807  0.00
H -1.992 -1.995 -1.164  0.01
F -2.678 1.238 2.555  0.01
C -1.418 1.640 2.138  0.04
F -1.675 2.740 1.365  0.01
F -0.805 2.176 3.247  0.01

Calculated values
* HOMO energy (alpha / beta): -13.7 / -14.6 eV
* spin multiplicity: 4
* ⟨S²⟩: 3.77
* total charge: +2
* frontier orbital gap (alpha / beta): 7.9177 / 6.4349 eV

---

Name the most stable of them. 2.

---

1.
# H2N2O2S

An isolated molecule of H2N2O2S (ωB97M-V with the def2-TZVPD basis set, the OMol25 dataset).

Each line ends with the Mulliken charge.
Element x y z (Å)
N -0.215 0.229 -0.090  -0.63
N -3.065 0.230 -0.123  0.96
O -2.716 1.319 -0.445  -0.57
O -4.131 -0.211 0.217  -0.55
S -1.897 -1.011 0.102  0.13
H -0.194 0.479 0.923  0.31
H -0.609 0.981 -0.682  0.34

Calculated values
* SMILES: NS[N+](=O)[O-]
* HOMO energy: -10.4 eV
* frontier orbital gap: 9.7831 eV

---

2.
# H2N2O2S

An isolated molecule of H2N2O2S (ωB97M-V with the def2-TZVPD basis set, the OMol25 dataset).

Each line ends with the Mulliken charge.
Element x y z (Å)
N -0.495 -0.029 -0.557  -0.60
N 0.474 -0.760 -0.164  1.29
O 1.140 -1.196 -1.111  -0.61
O 0.766 -0.755 1.014  -0.65
S -1.091 1.549 0.737  0.04
H -0.408 0.275 -1.505  0.32
H -0.387 0.916 1.586  0.21

Calculated values
* SMILES: O=[N+]([O-])NS
* HOMO energy: -10.4 eV
* frontier orbital gap: 8.5174 eV

---

Name the most stable of them. 1.

---

1.
# H2N2O2S

A 2-piece molecular cluster, H2N2O2S overall (ωB97M-V with the def2-TZVPD basis set, the OMol25 dataset).

Each line ends with the Mulliken charge.
Element x y z (Å)
N -0.812 -0.632 0.160  -0.30
N 0.528 -0.638 0.578  -0.05
O 0.124 1.359 -1.054  -0.44
O -0.149 1.627 1.384  -0.50
S -0.065 0.801 0.199  0.95
H -0.678 -0.969 -1.867  0.04
H 1.053 -1.548 0.600  0.29

Calculated values
* HOMO energy (alpha / beta): -10.2 / -10.0 eV
* frontier orbital gap (alpha / beta): 9.1632 / 9.4187 eV

---

2.
# H2N2O2S

An isolated molecule of H2N2O2S (ωB97M-V with the def2-TZVPD basis set, the OMol25 dataset).

Each line ends with the Mulliken charge.
Element x y z (Å)
N 0.506 0.600 -0.061  -0.40
N -1.149 -0.027 0.015  1.01
O -1.875 0.857 -0.213  -0.51
O -1.206 -1.144 0.417  -0.48
S 1.572 -0.613 -0.381  -0.05
H 0.643 1.413 -0.658  0.27
H 1.509 -1.085 0.882  0.16

Calculated values
* SMILES: O=[N+]([O-])NS
* HOMO energy (alpha / beta): -9.1 / -9.1 eV
* frontier orbital gap (alpha / beta): 9.3281 / 9.3275 eV

---

3.
# H2N2O2S

An isolated molecule of H2N2O2S (ωB97M-V with the def2-TZVPD basis set, the OMol25 dataset).

Each line ends with the Mulliken charge.
Element x y z (Å)
N 0.450 -0.057 0.261  -0.26
N -0.601 0.412 -0.272  0.19
O 2.182 -0.607 1.778  -0.43
O -0.967 0.218 -1.647  -0.48
S 0.879 -0.097 1.780  0.32
H -1.615 0.492 0.262  0.29
H -0.328 -0.361 -2.162  0.36

Calculated values
* HOMO energy: -8.2 eV
* frontier orbital gap: 8.0541 eV

---

4.
# H2N2O2S

An isolated molecule of H2N2O2S (ωB97M-V with the def2-TZVPD basis set, the OMol25 dataset).

Each line ends with the Mulliken charge.
Element x y z (Å)
N -0.430 0.100 -0.055  -0.21
N 0.765 -0.440 -0.267  0.03
O -2.803 0.612 -0.102  -0.43
O 1.859 0.392 0.155  -0.41
S -1.866 -0.450 0.021  0.37
H 1.187 -1.381 0.150  0.28
H 1.289 1.167 0.098  0.38

Calculated values
* HOMO energy (alpha / beta): -8.9 / -8.9 eV
* frontier orbital gap (alpha / beta): 8.3822 / 8.3811 eV

---

Name the most stable of them. 4.

---

1.
# C2H15NO5

C2H15NO5 as an isolated structure (ωB97M-V with the def2-TZVPD basis set, the OMol25 dataset).

Each line ends with the Mulliken charge.
Element x y z (Å)
C 0.486 -1.493 1.862  -1.06
C 0.535 -0.100 1.237  0.17
N -0.605 0.677 1.589  -0.31
H -0.235 -2.094 1.199  0.26
H 0.021 -1.434 2.859  0.38
H 1.495 -1.970 1.992  0.31
H 0.810 -0.085 0.134  0.06
H 1.417 0.368 1.756  0.47
H 0.430 4.147 0.307  0.29
H -1.342 0.126 1.190  0.31
O 0.385 3.164 0.563  -0.73
H -0.690 1.503 1.124  0.22
H -2.258 -1.946 -0.666  0.23
O -1.557 -1.400 -0.321  -0.63
H 0.353 0.629 -2.175  0.40
H -0.058 -0.452 -3.173  0.32
O 0.759 -0.102 -2.767  -0.71
H 0.975 -1.588 -1.734  0.45
H -0.260 -2.045 -0.852  0.33
O 0.747 -2.346 -1.108  -0.59
H 0.053 2.632 -0.319  0.36
H -1.170 1.954 -1.420  0.24
O -0.292 1.855 -1.278  -0.76

Calculated values
* HOMO energy: -9.9 eV
* frontier orbital gap: 3.8417 eV

---

2.
# C2H15NO5

A 6-piece molecular cluster, C2H15NO5 overall (ωB97M-V with the def2-TZVPD basis set, the OMol25 dataset).

Each line ends with the Mulliken charge.
Element x y z (Å)
C -1.012 3.343 2.343  -0.73
C -1.279 2.064 2.591  -0.13
N -2.399 1.298 2.227  -0.56
H -1.684 4.059 1.898  0.27
H -0.122 3.766 2.793  0.25
H -0.543 1.560 3.209  0.43
H -3.100 1.815 1.713  0.23
H -2.089 0.555 1.609  0.25
H 4.372 1.035 -3.280  0.32
H 2.971 1.432 -2.904  0.31
O 3.452 0.824 -3.476  -0.63
H 1.422 1.345 2.048  0.32
H 2.559 1.704 1.031  0.30
O 2.323 1.683 1.967  -0.61
H -0.731 -2.135 -1.190  0.31
H -0.114 -3.034 -2.235  0.30
O 0.057 -2.226 -1.737  -0.60
H -1.457 -5.909 -3.537  0.32
H -2.940 -5.527 -3.660  0.32
O -2.234 -5.661 -3.022  -0.64
H 1.302 -1.290 0.740  0.31
H 0.745 0.053 0.206  0.28
O 0.503 -0.754 0.666  -0.62

Calculated values
* SMILES: C=CN.O.O.O.O.O
* HOMO energy: -8.8 eV
* frontier orbital gap: 9.0507 eV

---

Name the most stable of them. 2.

---

1.
# C4H6N2OS

An isolated molecule of C4H6N2OS (ωB97M-V with the def2-TZVPD basis set, the OMol25 dataset).

Each line ends with the Mulliken charge.
Element x y z (Å)
C 0.581 -1.544 0.318  -0.08
C -0.777 0.492 -0.535  -0.23
C -0.523 -0.943 -0.526  -0.50
C 2.137 0.230 0.824  -0.13
N 1.598 -0.985 0.804  -0.34
N -0.173 1.325 0.183  -0.02
O -0.546 2.606 0.046  -0.45
S 3.133 0.696 -0.359  -0.29
H 0.458 -2.660 0.581  0.32
H -1.586 0.965 -1.218  0.34
H -0.208 -1.328 -1.416  0.31
H -1.384 -1.561 -0.258  0.34
H 1.942 0.777 1.633  0.39
H 0.095 3.269 0.291  0.33

Calculated values
* SMILES: O/N=C/C/C=N\C=S
* HOMO energy: -8.3 eV
* frontier orbital gap: 8.8604 eV

---

2.
# C4H6N2OS

An isolated molecule of C4H6N2OS (ωB97M-V with the def2-TZVPD basis set, the OMol25 dataset).

Each line ends with the Mulliken charge.
Element x y z (Å)
C -1.493 -0.134 0.791  -0.97
C 0.581 -0.916 -0.500  0.11
C 1.599 -0.243 -1.035  -0.26
C 0.273 1.293 -0.231  0.45
H -2.128 0.728 0.584  0.36
H -1.274 -0.172 1.861  0.31
H -2.036 -1.041 0.502  0.34
H 0.378 -2.869 0.944  0.15
H 2.467 -0.673 -1.510  0.45
H 0.390 3.152 -0.201  0.25
N -0.267 0.033 0.043  0.19
N -0.244 2.399 0.091  -0.72
O 1.394 1.089 -0.951  -0.39
S 0.358 -2.645 -0.388  -0.26

Calculated values
* SMILES: [H]/N=c1\occ(S)n1C
* HOMO energy: -7.9 eV
* frontier orbital gap: 8.4856 eV

---

3.
# C4H6N2OS

An isolated molecule of C4H6N2OS (ωB97M-V with the def2-TZVPD basis set, the OMol25 dataset).

Each line ends with the Mulliken charge.
Element x y z (Å)
C 0.280 1.716 0.998  -1.44
C 0.012 0.289 0.797  1.19
C 0.992 -0.647 1.433  -0.50
C 0.011 -0.207 -0.668  -0.07
H -0.542 2.310 0.581  0.34
H 1.248 1.951 0.513  0.36
H 0.395 1.942 2.050  0.39
H -1.922 0.553 0.769  0.41
H 1.390 -0.538 2.467  0.40
H 1.131 -1.750 -1.491  0.24
N 1.500 -1.464 0.542  -0.61
N 0.858 -1.200 -0.677  0.17
O -1.269 0.003 1.290  -0.56
S -0.989 0.453 -1.852  -0.32

Calculated values
* SMILES: C[C@]1(O)C=NNC1=S
* HOMO energy: -8.8 eV
* frontier orbital gap: 8.6507 eV

---

4.
# C4H6N2OS

An isolated molecule of C4H6N2OS (ωB97M-V with the def2-TZVPD basis set, the OMol25 dataset).

Each line ends with the Mulliken charge.
Element x y z (Å)
C 1.064 2.050 -0.012  -1.00
C 0.379 0.701 0.026  0.78
C -1.272 -0.535 0.033  0.51
C 0.865 -0.545 -0.049  -0.15
H 0.486 2.586 0.770  0.28
H 0.789 2.496 -1.016  0.25
H 2.123 2.039 0.182  0.34
H -2.051 -2.178 -0.421  0.32
H -3.295 -0.825 -0.383  0.30
H 2.079 -2.447 1.032  0.16
N -0.995 0.705 -0.045  -0.59
N -2.426 -1.293 0.092  -0.54
O -0.217 -1.423 -0.127  -0.37
S 2.471 -1.329 -0.082  -0.30

Calculated values
* SMILES: Cc1nc(N)oc1S
* HOMO energy: -8.2 eV
* frontier orbital gap: 8.5077 eV

---

Name the most stable of them. 2.

---

1.
# C4H6N2OS

An isolated molecule of C4H6N2OS (ωB97M-V with the def2-TZVPD basis set, the OMol25 dataset).

Each line ends with the Mulliken charge.
Element x y z (Å)
C -1.452 -0.249 1.393  -0.49
C -0.675 -0.090 0.149  0.37
C 0.585 -0.576 -1.864  -0.20
C 1.003 0.757 -1.264  0.33
H 1.014 -0.932 2.550  0.17
H -2.087 -1.239 1.318  0.29
H -2.073 0.698 1.621  0.31
H 1.487 -1.303 -1.720  0.21
H 0.444 -0.387 -2.982  0.28
H 0.416 1.888 0.483  0.28
N -0.549 -0.911 -0.853  -0.62
N 0.280 0.921 -0.051  -0.09
O 1.787 1.589 -1.655  -0.60
S -0.181 -0.166 2.876  -0.25

Calculated values
* SMILES: O=C1CN=C(CS)N1
* HOMO energy: -9.4 eV
* frontier orbital gap: 9.7088 eV

---

2.
# C4H6N2OS

An isolated molecule of C4H6N2OS (ωB97M-V with the def2-TZVPD basis set, the OMol25 dataset).

Each line ends with the Mulliken charge.
Element x y z (Å)
C 0.513 0.674 -0.112  0.80
C 0.419 -0.805 0.094  -0.66
C -1.044 -1.359 0.353  0.08
C 1.821 1.343 -0.228  -0.99
N -0.558 1.366 -0.258  -0.49
N -2.172 -0.624 0.006  -0.28
O -0.226 -1.777 -0.694  -0.40
S -2.119 1.078 0.005  0.05
H 1.130 -1.201 0.664  0.45
H -1.223 -2.113 1.136  0.37
H 2.468 1.149 0.732  0.25
H 1.535 2.449 -0.512  0.31
H 2.503 0.804 -0.921  0.28
H -3.048 -0.983 -0.267  0.22

Calculated values
* SMILES: CC1=NSN[C@H]2O[C@@H]12
* HOMO energy: -7.8 eV
* frontier orbital gap: 8.6299 eV

---

3.
# C4H6N2OS

An isolated molecule of C4H6N2OS (ωB97M-V with the def2-TZVPD basis set, the OMol25 dataset).

Each line ends with the Mulliken charge.
Element x y z (Å)
C 1.158 -0.817 0.183  -0.11
C -1.251 -1.084 0.049  0.77
C -2.400 -0.087 0.171  -1.38
C -0.027 -0.271 0.326  -0.33
N 2.704 1.630 -0.595  0.22
N 1.728 2.109 -0.955  -0.40
O -1.317 -2.293 -0.078  -0.57
S 2.738 -0.142 0.176  -0.17
H 1.053 -1.932 -0.223  0.26
H -2.193 0.797 -0.231  0.45
H -2.609 0.135 1.286  0.29
H -3.282 -0.516 -0.146  0.41
H -0.093 0.811 0.595  0.28
H 3.789 1.661 -0.557  0.29

Calculated values
* HOMO energy: -8.8 eV
* frontier orbital gap: 8.4795 eV

---

Name the most stable of them. 1.